(1)
Here is a gas-phase ion, C7H14N (charge +2) from the Open Molecules 2025 dataset. Energies are from the ωB97M-V functional and the def2-TZVPD basis.

Output
Multiplicity: 2
HOMO-LUMO gap (spin up / spin down), Eh: 0.397 / 0.216
Energy relative to the best compared isomer or geometry (same formula, charge and spin), kcal/mol: 81.59
DFT total energy, Ha: -329.037803
E_LUMO (spin up / spin down), eV: -8.479 / -12.933
Net charge: +2
HOMO energy (spin up / spin down), eV: -19.27 / -18.81
Expectation value of S²: 0.76

Geometry as XYZ:
```
22
Properties=species:S:1:pos:R:3:mulliken_spin:R:1
C 2.2737 1.6351 -0.9184 0.0161
C 1.0800 0.5240 -0.9489 0.0374
C -0.0633 0.8429 0.0332 0.0335
C -1.0884 -0.2049 -0.0418 0.1929
C -2.0054 -0.1912 -1.0429 0.3965
C -1.7226 -0.8674 2.2683 0.1693
C -1.0798 -1.1254 1.1382 0.1144
N 1.6593 -0.7962 -0.2722 0.0027
H 2.6314 1.9410 0.0685 -0.0002
H 3.2254 1.2415 -1.4144 0.0025
H 1.9253 2.5147 -1.6647 -0.0004
H 0.6051 0.3801 -2.0013 0.0002
H 0.3799 1.1682 0.9871 0.0011
H -0.5255 1.7875 -0.1083 0.0091
H -2.8842 -0.7858 -1.2104 0.0006
H -1.8967 0.6235 -1.7871 0.0168
H -1.8403 -1.6068 3.0882 0.0015
H -2.1818 0.1879 2.4047 0.0010
H -0.5615 -2.1166 0.9041 0.0077
H 1.3372 -0.7811 0.6973 -0.0029
H 2.5817 -0.9837 -0.2435 -0.0003
H 1.2233 -1.6757 -0.7419 0.0007
```

(2)
Here is 2 unconnected molecules or ions with the total composition C7H14N2 from the Open Molecules 2025 dataset. Energies are from the ωB97M-V functional and the def2-TZVPD basis.

Output
Multiplicity: 2
HOMO-LUMO gap (spin up / spin down), Eh: 0.089 / 0.304
Energy relative to the best compared isomer or geometry (same formula, charge and spin), kcal/mol: 8.85
DFT total energy, Ha: -384.572000
E_LUMO (spin up / spin down), eV: 3.554 / 3.453
Net charge: -1
HOMO energy (spin up / spin down), eV: 1.13 / -4.83
Expectation value of S²: 0.75

Geometry as XYZ:
```
23
Properties=species:S:1:pos:R:3:mulliken_spin:R:1
C 0.1630 2.7741 0.9076 0.0586
C -0.0722 2.0617 -0.4195 -0.1855
C 1.5777 2.6078 1.4362 0.1097
H -0.1879 3.8124 0.8730 -0.0091
H -0.4988 2.3706 1.6290 -0.0389
H -0.8933 1.3569 -0.3482 0.1322
H 1.7511 3.1736 2.3498 -0.0350
H 1.7185 1.5416 1.6066 -0.0116
H 2.3944 2.8071 0.7347 -0.0213
H -0.3869 2.6008 -1.3213 -0.0531
H 0.7674 1.4465 -0.7508 0.0639
C -2.0564 -1.2910 -1.1895 0.4056
C 1.2883 -2.3042 -0.5328 1.0580
C -0.8167 -1.9622 -0.7252 -0.4882
C -0.6596 -3.0759 0.0519 1.9747
N 0.4209 -1.5141 -1.1274 0.1671
N 0.6821 -3.2629 0.1887 -0.6017
H 2.3510 -2.1992 -0.6673 -0.3573
H 0.9962 -4.1159 0.6639 -0.8218
H -1.4029 -3.5819 0.5708 -0.2013
H -1.8625 -0.7655 -2.1276 0.0220
H -2.3944 -0.4888 -0.5254 -0.0116
H -2.8792 -1.9914 -1.2772 -0.1557
```

(3)
Here is 2 unconnected molecules or ions with the total composition C7H14N2 from the Open Molecules 2025 dataset. Energies are from the ωB97M-V functional and the def2-TZVPD basis.

Output
HOMO-LUMO gap, Eh: 0.347
Energy relative to the best compared isomer or geometry (same formula, charge and spin), kcal/mol: 8.34
DFT total energy, Ha: -384.618608
E_LUMO, eV: 0.815
Net charge: 0
HOMO energy, eV: -8.64

Geometry as XYZ:
```
23
Properties=species:S:1:pos:R:3:nbo_charge:R:1
C -1.7671 -2.7036 -0.8429 -0.6365
C -0.8759 -2.2117 0.2450 0.0926
C 0.4707 -2.0080 0.2358 -0.1236
N 0.8199 -1.7508 1.5472 -0.5297
C -0.3332 -1.7738 2.2713 0.1727
N -1.3519 -2.0958 1.5365 -0.4585
H -1.8073 -3.8021 -0.8087 0.2195
H -1.4516 -2.3927 -1.8369 0.2165
H -2.7973 -2.4123 -0.6303 0.2302
H 1.2772 -1.9578 -0.4689 0.2130
H 1.6604 -1.2426 1.7724 0.4109
H -0.3284 -1.5970 3.3379 0.1936
C 1.5052 2.9327 -1.3108 -0.6138
C 0.8777 1.8740 -0.4042 -0.4108
C -0.5473 2.1712 0.0362 -0.6115
H 0.7531 3.5922 -1.7385 0.2064
H 2.3153 3.4995 -0.8597 0.2088
H 2.0275 2.4853 -2.1691 0.2050
H 1.4674 1.7427 0.5060 0.1914
H 0.9688 0.9004 -0.9006 0.2013
H -1.3275 1.7303 -0.5926 0.2089
H -0.7725 3.2386 0.0505 0.2026
H -0.7830 1.7812 1.0245 0.2111
```

(4)
Here is a molecular structure, C7H14N2 from the Open Molecules 2025 dataset. Energies are from the ωB97M-V functional and the def2-TZVPD basis.

Output
HOMO-LUMO gap, Eh: 0.355
Energy relative to the best compared isomer or geometry (same formula, charge and spin), kcal/mol: 173.11
DFT total energy, Ha: -384.356032
E_LUMO, eV: 0.913
Net charge: 0
HOMO energy, eV: -8.74

Geometry as XYZ:
```
23
Properties=species:S:1:pos:R:3:nbo_charge:R:1
C 1.8653 1.2895 -1.8500 -0.4859
C 0.7306 -0.3278 -0.7694 -0.0401
C -0.1869 -1.6255 -0.6231 -0.4180
C -0.8505 -1.0604 0.7471 -0.0716
C 0.2845 -0.7443 1.5590 -0.4599
C 0.4109 0.4573 0.6093 -0.0669
C -1.9763 0.9639 1.7520 -0.4736
H 2.5325 1.2364 -2.9732 0.2117
H 2.8738 1.1076 -0.9894 0.2041
H 1.0602 2.4497 -1.5425 0.2257
H 0.8271 -0.1576 -2.7356 0.3533
H 1.8251 -0.5487 -0.5400 0.1543
H -0.9098 -1.9555 -1.4633 0.2339
H 0.4999 -2.4258 -0.3255 0.2089
H -1.6931 -1.6890 1.1554 0.1960
H 0.3482 -0.3498 2.6200 0.2282
H 1.0820 -1.5743 1.5626 0.1908
H 1.0683 1.3182 0.9702 0.2261
H -2.0602 2.0574 1.7212 0.2108
H -2.9937 0.9440 1.4234 0.2152
H -1.8579 0.7221 2.7691 0.1899
N 0.6468 0.3842 -1.9814 -0.6248
N -1.2566 0.3514 0.5240 -0.4080
```

> energy relative to the best compared isomer or geometry (same formula, charge and spin) of number 1 (C7H14N)?

81.59 kcal/mol